Record 1
Entry from the OMol25 dataset: a 2-piece molecular cluster, C4H12 overall at a distorted geometry (ωB97M-V/def2-TZVPD).

Energy relative to the best compared isomer or geometry (same formula, charge and spin)   29.22 kJ/mol
HOMO-LUMO gap   12.6912 eV
Lowest unoccupied orbital energy   0.043 Ha
HOMO   -11.5 eV
Structure (SMILES)   CC.CC

Geometry as ORCA input:
```
! wB97M-V def2-TZVPD RIJCOSX def2/J DEFGRID3
* xyz 0 1
C 0.3899 -0.9320 1.7623
C 1.8764 -0.7520 1.4501
H 0.0976 -1.3382 2.7330
H -0.2021 -0.0417 1.5975
H -0.0555 -1.6336 1.0469
H 2.4411 -1.3823 2.1252
H 2.2094 0.2810 1.5771
H 2.1136 -1.0105 0.4235
C -1.1043 0.0963 -1.3764
C -1.1657 1.5769 -1.7258
H -1.8897 -0.4390 -1.9155
H -0.1670 -0.3027 -1.7644
H -1.2554 -0.1155 -0.3268
H -0.8081 1.7068 -2.7579
H -2.0986 2.1314 -1.6384
H -0.3814 2.1550 -1.2105
*
```

***

Record 2
Entry from the OMol25 dataset: a 2-piece molecular cluster, C4H12 overall (ωB97M-V/def2-TZVPD).

Energy relative to the best compared isomer or geometry (same formula, charge and spin)   20.83 kJ/mol
HOMO-LUMO gap   12.8451 eV
Lowest unoccupied orbital energy   0.041 Ha
HOMO   -11.7 eV
Structure (SMILES)   CC.CC

Geometry as ORCA input:
```
! wB97M-V def2-TZVPD RIJCOSX def2/J DEFGRID3
* xyz 0 1
C 1.0364 -1.7608 1.3372
C 2.2514 -1.6462 0.3807
H 0.5042 -2.6849 1.1276
H 1.4083 -1.8102 2.3601
H 0.2910 -0.9831 1.2266
H 2.1910 -2.4537 -0.3523
H 2.3709 -0.6970 -0.1334
H 3.1857 -1.8528 0.9132
C -1.2864 1.6458 -0.2042
C -2.0409 1.7542 -1.5199
H -0.5280 0.8625 -0.2766
H -0.8545 2.6060 0.0665
H -1.9067 1.3712 0.6457
H -2.5491 0.8394 -1.8029
H -1.3357 1.8937 -2.3444
H -2.7361 2.5846 -1.5205
*
```